9 unconnected molecules or ions with the total composition C5H28N2O8 at a distorted geometry. Source: the Open Molecules 2025 dataset; level of theory: ωB97M-V with the def2-TZVPD basis set.

Each line ends with the Löwdin charge.
Cartesian coordinates (Å):
O1 -0.2323 -1.6013 3.1076  -0.15
O2 -2.8526 -0.5377 -2.3014  -0.05
O3 -3.4838 1.7696 -1.0113  -0.06
O4 3.7106 0.9205 1.4169  -0.16
O5 0.2772 1.3529 3.1128  -0.22
O6 3.3731 -1.6208 1.9982  -0.16
O7 -3.8333 1.4152 1.7689  -0.12
O8 0.1024 0.3795 -4.4190  -0.11
N1 0.6478 1.3077 -1.5805  0.01
N2 1.2928 2.5428 0.3826  0.06
C1 -0.2114 -2.1002 0.0582  -0.25
C2 0.7787 -0.0824 -1.2145  -0.25
C3 0.7219 2.3375 -0.8691  -0.34
C4 -0.3283 -0.5883 -0.3061  -0.20
C5 -0.6421 -2.9437 -1.1418  -0.11
H1 -0.8677 -2.3489 0.8879  0.09
H2 0.4863 3.2667 -1.3450  0.10
H3 0.4640 -1.6149 2.4436  -0.02
H4 -3.6639 1.4651 0.8324  -0.05
H5 0.4472 0.8829 -3.6299  0.01
H6 -0.1626 -2.6382 -2.0673  0.06
H7 0.9680 1.8816 1.1005  0.04
H8 -0.4844 -4.0204 -0.9989  0.07
H9 -1.7128 -2.8118 -1.3559  0.07
H10 -1.3221 -0.4473 -0.6952  0.07
H11 0.2155 1.4491 4.0750  -0.01
H12 0.2430 -1.5262 3.9727  0.04
H13 0.6657 -0.6156 -2.1269  0.06
H14 3.9383 1.4884 2.1497  0.01
H15 -0.3056 -0.0597 0.6283  0.07
H16 4.2785 -1.9740 2.0391  0.02
H17 0.8218 -2.2540 0.3960  0.09
H18 1.0716 3.4794 0.7772  0.08
H19 0.8457 -0.1382 -4.7818  0.04
H20 -2.6942 2.3100 -0.9694  0.04
H21 1.7698 -0.3831 -0.8584  0.11
H22 0.3460 0.3820 2.9088  -0.02
H23 -1.9438 -0.6450 -2.5838  0.03
H24 -3.0074 0.9697 2.1389  0.05
H25 3.2784 1.5471 0.7512  0.04
H26 3.3819 -0.6809 1.7370  -0.06
H27 -3.1705 0.8833 -1.2370  -0.01
H28 -3.2073 -0.3984 -3.1906  0.07

Calculated values
E: -918.7017 a.u.
2S+1: 2
Kohn-Sham gap (spin up / spin down): 2.2 / 9.6 eV
⟨S²⟩: 0.7506
charge: -1
relative energy (zero: lowest compared OMol25 entry of this formula, charge and spin): 0.00 kJ/mol


A molecular structure, C34H16Cl3N8O2Os at a distorted geometry. Source: the Open Molecules 2025 dataset; level of theory: ωB97M-V with the def2-TZVPD basis set.

Each line ends with the Löwdin charge.
Cartesian coordinates (Å):
Os1 -0.2127 -0.0490 0.1172  1.70
Cl1 4.0631 1.4871 -2.5641  0.64
Cl2 1.6182 1.8319 -4.0277  0.64
Cl3 3.2625 -0.5015 -4.5123  0.63
O1 2.6836 -0.8254 -1.4106  0.01
O2 0.7359 0.0003 -2.1154  -0.14
N1 -2.0444 0.4721 -0.4067  -0.05
N2 1.1749 -2.8565 1.2585  0.24
N3 -1.6960 2.7840 -0.7900  0.24
N4 1.5110 -0.5234 0.9097  -0.07
N5 -0.8212 -1.8937 0.3951  -0.06
N6 -3.1052 -1.6502 -0.2404  0.24
N7 0.3036 1.8667 0.0925  -0.05
N8 2.5345 1.6278 0.8543  0.25
C1 -4.3283 0.4697 -0.1732  -0.09
C2 2.4392 0.4064 1.3117  -0.23
C3 3.6219 -2.4363 3.1987  0.02
C4 -2.4771 1.7718 -0.5116  -0.23
C5 4.6055 -1.9024 4.0236  -0.04
C6 -4.8337 2.8452 -0.2369  0.02
C7 1.9706 -0.1759 -2.1400  -0.85
C8 -5.6409 0.1450 0.1146  0.02
C9 -3.1363 -0.3421 -0.2654  -0.24
C10 -0.3941 2.7790 -0.6588  -0.23
C11 -0.3323 -5.5184 0.4196  0.02
C12 2.9649 -1.5696 2.3432  -0.08
C13 -3.9162 1.8116 -0.3372  -0.08
C14 1.6169 2.2499 0.1578  -0.24
C15 1.5130 5.5364 -2.4048  -0.04
C16 -6.5426 1.1899 0.2502  -0.04
C17 -2.0305 -2.3699 -0.0503  -0.24
C18 -1.9656 -3.8066 -0.1357  -0.09
C19 2.6992 0.6494 -3.3032  -1.52
C20 3.3302 -0.2052 2.2723  -0.08
C21 -6.1468 2.5123 0.0703  -0.04
C22 -2.8723 -4.7413 -0.6058  0.02
C23 2.9099 4.2197 -0.9192  -0.01
C24 -0.6928 -4.1832 0.3519  -0.08
C25 -2.4836 -6.0717 -0.5708  -0.04
C26 4.3218 0.3160 3.0867  0.02
C27 0.0002 -2.9558 0.6866  -0.22
C28 -1.2453 -6.4507 -0.0577  -0.04
C29 0.3793 4.8001 -2.0840  0.01
C30 2.7468 5.2621 -1.8230  -0.03
C31 4.9405 -0.5516 3.9786  -0.04
C32 1.7934 3.4587 -0.6186  -0.11
C33 1.8256 -1.7377 1.4629  -0.22
C34 0.5283 3.7671 -1.1737  -0.10
H1 0.6234 -5.8106 0.8233  0.12
H2 -4.5316 3.8702 -0.3806  0.12
H3 -0.9876 -7.4992 -0.0547  0.11
H4 -5.9327 -0.8829 0.2459  0.12
H5 -0.5769 5.0014 -2.5424  0.12
H6 4.5829 1.3617 3.0387  0.12
H7 3.3644 -3.4833 3.2212  0.12
H8 3.5978 5.8668 -2.0950  0.12
H9 -3.8266 -4.4305 -1.0009  0.12
H10 -3.1486 -6.8261 -0.9642  0.12
H11 -6.8739 3.3008 0.1927  0.11
H12 5.1155 -2.5418 4.7283  0.11
H13 3.8653 3.9938 -0.4738  0.12
H14 1.4331 6.3335 -3.1286  0.12
H15 -7.5675 0.9759 0.5098  0.11
H16 5.6865 -0.1719 4.6611  0.11

Calculated values
E: -3364.9160 a.u.
2S+1: 5
Kohn-Sham gap (spin up / spin down): 5.1 / 6.1 eV
⟨S²⟩: 6.0817
charge: +1


C3H3NO in the gas phase at a distorted geometry. Source: the Open Molecules 2025 dataset; level of theory: ωB97M-V with the def2-TZVPD basis set.

Each line ends with the Löwdin charge.
Cartesian coordinates (Å):
O1 -2.7441 0.1361 -0.0427  0.00
N1 0.9058 0.0646 0.2256  -0.03
C1 -1.5383 0.3495 0.0393  -0.25
C2 1.9408 -0.5430 0.3100  0.08
C3 -0.1725 -0.1258 -0.4926  -0.12
H1 2.9393 -0.0320 0.1804  0.08
H2 -1.2585 1.1218 0.9126  0.13
H3 -0.0725 -0.9713 -1.1327  0.10

Calculated values
E: -245.9501 a.u.
Kohn-Sham gap (spin up / spin down): 7.9 / 7.9 eV
charge: 0
relative energy (zero: lowest compared OMol25 entry of this formula, charge and spin): 371.46 kJ/mol